# 1
{"formula": "ClH12O6", "method": "ωB97M-V with the def2-TZVPD basis set", "total_charge": -1, "gap_ha": 0.3791, "e_above_lowest_kcal_mol": 15.1, "symbols": ["Cl", "O", "H", "H", "O", "H", "H", "O", "H", "H", "O", "H", "H", "O", "H", "H", "O", "H", "H"], "positions_angstrom": [[0.2630, 0.0681, -0.0659], [-1.2384, 1.2949, -2.5507], [-1.0996, 0.7711, -1.7768], [-0.5085, 1.8710, -2.5508], [0.5752, 3.0712, -0.5270], [0.7125, 3.1549, -1.5248], [0.7313, 2.1389, -0.4121], [-2.1075, -0.0535, 2.0721], [-1.3178, -0.2084, 1.5208], [-2.3864, -0.9039, 2.3532], [0.5893, 1.0859, 2.9338], [1.0471, 1.8547, 2.7088], [0.6392, 0.5479, 2.1108], [-0.0021, -2.9195, 0.7112], [0.8212, -3.2498, 0.3020], [-0.0319, -2.0536, 0.2788], [1.4292, -2.1448, -2.0769], [1.1102, -1.5048, -1.3899], [0.7739, -2.8205, -2.1167]], "forces_ev_per_angstrom": [[0.220, -0.309, -0.106], [-1.685, -0.369, -1.318], [0.199, -0.714, 1.107], [1.249, 1.041, -0.009], [0.435, 1.371, -2.594], [-0.230, 0.165, 2.153], [-0.064, -1.132, 0.516], [0.307, 0.957, -0.451], [-0.346, 0.206, 0.105], [-0.297, -1.198, 0.347], [-0.729, -2.257, 0.159], [1.094, 1.992, -0.560], [-0.168, 0.421, 0.581], [0.774, -0.622, -0.623], [-0.465, -0.095, 0.503], [-0.367, 0.482, 0.348], [0.701, 1.024, 0.613], [0.224, -0.310, -0.731], [-0.849, -0.654, -0.039]]}



# 2
{"formula": "C32H44N3O3PV", "method": "ωB97M-V with the def2-TZVPD basis set", "total_charge": 2, "gap_ha": [0.2704, 0.2056], "spin_multiplicity": 2, "s_squared": 0.953, "e_above_lowest_kcal_mol": 11.2, "symbols": ["V", "C", "C", "C", "C", "C", "C", "C", "H", "H", "H", "H", "H", "H", "H", "H", "C", "C", "C", "C", "N", "C", "C", "C", "C", "C", "C", "N", "H", "H", "H", "H", "H", "H", "H", "H", "C", "C", "O", "P", "O", "C", "C", "O", "C", "C", "H", "H", "H", "H", "H", "H", "H", "H", "H", "H", "H", "H", "H", "H", "H", "C", "N", "C", "C", "C", "C", "C", "C", "C", "C", "H", "H", "H", "H", "H", "H", "H", "H", "H", "H", "H", "H", "H"], "positions_angstrom": [[-0.6377, 0.4580, 0.2814], [-4.1142, 0.6221, 2.1903], [-2.6895, 0.8375, 2.6363], [-2.1651, 0.0972, 3.6978], [-0.9463, 0.4304, 4.2721], [-0.2029, 1.4929, 3.7711], [-0.6762, 2.2082, 2.6740], [-1.9194, 1.8876, 2.1116], [-4.7887, 1.1077, 2.8994], [-4.3804, -0.4361, 2.1710], [-4.3082, 1.0554, 1.2108], [-2.7552, -0.7150, 4.1186], [-0.5866, -0.1254, 5.1362], [0.7170, 1.7898, 4.2600], [-0.1294, 3.0680, 2.3114], [-2.3586, 2.5298, 1.3591], [-4.4054, -0.9161, -1.3928], [-4.6077, 0.0062, -2.4211], [-3.7511, 1.0791, -2.5256], [-2.7098, 1.2097, -1.6154], [-2.4502, 0.2735, -0.6565], [-3.3322, -0.7646, -0.5543], [-1.7982, 2.3441, -1.5705], [-2.0528, 3.5781, -2.1355], [-1.1974, 4.6293, -1.8769], [-0.0891, 4.4268, -1.0533], [0.1410, 3.1760, -0.5457], [-0.7112, 2.1257, -0.7766], [-5.0754, -1.7584, -1.2514], [-5.4322, -0.1112, -3.1176], [-3.8854, 1.8235, -3.3032], [-3.1390, -1.4796, 0.2330], [-2.9382, 3.7206, -2.7447], [-1.3951, 5.6076, -2.3025], [0.6013, 5.2311, -0.8285], [1.0160, 2.9797, 0.0596], [3.2993, 2.7917, 2.7163], [3.0878, 1.3499, 2.3500], [2.9207, 1.2579, 0.9063], [1.8240, 0.3480, 0.1977], [2.5350, -1.0752, 0.0870], [2.9561, -1.8466, 1.2505], [4.3775, -2.2938, 1.0601], [1.9730, 0.8298, -1.3144], [3.2692, 1.1482, -1.9254], [3.4667, 2.6368, -1.9858], [3.4816, 2.8793, 3.7917], [2.4205, 3.3972, 2.4652], [4.1660, 3.2013, 2.1920], [2.2056, 0.9396, 2.8370], [3.9436, 0.7369, 2.6223], [2.2740, -2.6817, 1.3386], [2.8596, -1.2476, 2.1563], [4.4611, -2.9737, 0.2063], [4.7245, -2.8212, 1.9526], [5.0345, -1.4360, 0.8878], [3.2323, 0.7142, -2.9225], [4.0568, 0.6494, -1.3627], [2.6535, 3.1162, -2.5370], [4.4049, 2.8530, -2.5041], [3.5240, 3.0674, -0.9831], [1.2373, -1.9695, -3.0013], [0.0547, -2.8883, -3.1236], [0.4640, -4.3197, -2.9367], [-1.1021, -2.4590, -2.2099], [-0.8567, -2.6516, -0.7458], [-1.0872, -3.9058, -0.1709], [-0.9509, -4.0962, 1.1954], [-0.5759, -3.0197, 1.9946], [-0.3437, -1.7771, 1.4174], [-0.4902, -1.5457, 0.0339], [1.9960, -2.2874, -3.7134], [1.6052, -2.0418, -1.9845], [0.9106, -0.9555, -3.2076], [-0.3015, -2.8081, -4.0687], [0.8602, -4.4316, -1.9362], [1.2232, -4.5474, -3.6783], [-0.4073, -4.9536, -3.0759], [-1.9587, -3.0276, -2.5629], [-1.2527, -1.4084, -2.4312], [-1.4085, -4.7438, -0.7905], [-1.1379, -5.0721, 1.6364], [-0.4539, -3.1576, 3.0665], [-0.0221, -0.9625, 2.0895]], "forces_ev_per_angstrom": [[-0.234, -0.159, 1.503], [0.091, 0.005, 0.074], [-0.078, 0.025, -0.019], [-0.091, -0.084, 0.041], [0.057, -0.061, 0.097], [-0.037, -0.003, -0.048], [-0.112, -0.177, 0.030], [-0.033, -0.097, 0.054], [0.033, -0.006, 0.007], [0.034, 0.046, 0.003], [0.025, 0.009, 0.003], [0.097, 0.124, -0.067], [-0.071, 0.110, -0.166], [-0.034, -0.006, -0.033], [0.023, 0.033, -0.027], [0.003, 0.069, -0.058], [-0.150, -0.140, -0.031], [-0.162, -0.011, -0.133], [-0.206, 0.095, -0.120], [0.289, -0.111, 0.378], [-0.774, -0.208, -0.643], [0.434, 0.454, 0.022], [0.278, -0.467, 0.464], [-0.023, 0.359, -0.300], [-0.087, 0.215, -0.111], [0.021, 0.107, -0.098], [-0.540, -0.549, -0.235], [0.061, 1.349, -0.381], [0.077, 0.126, -0.031], [0.116, 0.010, 0.101], [0.005, -0.110, 0.097], [0.066, 0.008, 0.018], [0.124, 0.024, 0.059], [0.035, -0.109, 0.060], [-0.082, -0.055, -0.027], [-0.028, -0.100, -0.011], [0.000, 0.241, 0.119], [-0.010, 0.060, -0.300], [0.162, 0.288, 0.532], [0.795, 0.067, -0.745], [0.164, -0.535, 0.275], [-0.035, 0.222, -0.123], [0.264, -0.066, -0.130], [0.052, 0.091, -0.019], [-0.133, -0.240, 0.087], [0.033, 0.217, -0.002], [-0.021, 0.007, -0.121], [0.127, -0.094, 0.038], [-0.092, -0.050, 0.051], [-0.130, -0.059, 0.056], [0.107, -0.021, -0.030], [-0.156, -0.210, -0.008], [-0.045, 0.074, 0.010], [0.009, 0.121, 0.120], [-0.037, 0.030, -0.094], [-0.063, -0.108, 0.041], [-0.025, -0.030, -0.031], [0.008, 0.008, 0.014], [0.077, -0.044, 0.045], [-0.087, 0.004, 0.044], [-0.004, -0.048, -0.098], [-0.301, -0.310, -0.041], [0.260, -0.011, 0.452], [-0.137, 0.363, -0.157], [0.199, -0.187, -0.255], [0.129, 0.103, 0.051], [-0.045, -0.106, 0.021], [0.012, -0.041, 0.023], [0.004, 0.038, 0.182], [0.014, -0.178, -0.332], [-0.100, -0.740, 0.112], [-0.018, 0.022, 0.023], [0.093, 0.060, 0.132], [0.011, 0.073, 0.014], [-0.081, 0.067, -0.257], [0.063, -0.030, 0.108], [0.028, -0.071, -0.015], [0.008, -0.037, -0.003], [-0.097, -0.095, -0.009], [-0.076, 0.193, -0.031], [0.054, 0.156, 0.115], [0.037, 0.191, -0.079], [-0.044, 0.021, -0.143], [-0.097, -0.120, -0.114]]}



# 3
{"formula": "C26H52BF3N3O5S", "method": "ωB97M-V with the def2-TZVPD basis set", "total_charge": -1, "gap_ha": [0.3192, 0.2903], "spin_multiplicity": 3, "s_squared": 2.010, "symbols": ["C", "C", "N", "C", "B", "C", "C", "C", "C", "O", "S", "O", "O", "C", "F", "F", "F", "H", "H", "H", "H", "H", "H", "H", "H", "H", "H", "H", "H", "H", "H", "H", "H", "C", "C", "C", "C", "C", "C", "N", "O", "C", "C", "C", "H", "H", "H", "H", "H", "H", "H", "H", "H", "H", "H", "H", "H", "H", "H", "H", "H", "H", "C", "C", "C", "C", "C", "C", "N", "O", "C", "C", "C", "H", "H", "H", "H", "H", "H", "H", "H", "H", "H", "H", "H", "H", "H", "H", "H", "H", "H"], "positions_angstrom": [[-0.3858, -5.3303, 3.9383], [-0.0690, -3.7256, 3.6657], [1.1016, -3.1735, 4.1929], [-1.0742, -2.7095, 2.8276], [-1.6486, -1.5747, 3.8606], [-3.1162, -1.8686, 4.5184], [-3.7572, -3.3431, 4.2354], [-4.8068, -3.2271, 2.9603], [-4.6034, -4.3923, 1.8179], [-5.4204, -4.0027, 0.6214], [-1.6800, 0.1780, 3.1353], [-0.2192, 0.7050, 3.0669], [-2.4704, 1.1252, 4.1197], [-2.5435, 0.3121, 1.4801], [-3.9359, 0.8131, 1.5318], [-2.5431, -0.9219, 0.6621], [-1.7677, 1.3347, 0.6851], [0.5511, -6.0088, 3.6946], [-0.7052, -5.3915, 5.0854], [-1.3495, -5.6529, 3.3262], [1.6444, -3.9257, 4.6980], [-0.3637, -2.1427, 2.0539], [-1.8763, -3.2590, 2.1778], [-0.8709, -1.5194, 4.7715], [-3.0051, -1.7614, 5.7021], [-3.9455, -1.0675, 4.2238], [-2.9960, -4.2261, 4.1532], [-4.4444, -3.5951, 5.1793], [-4.8143, -2.1311, 2.4919], [-5.9143, -3.3764, 3.3805], [-5.0461, -5.4498, 2.1501], [-3.5030, -4.5024, 1.4231], [-4.7947, -3.9917, -0.1841], [-2.4960, 6.1809, -3.8083], [-0.9744, 5.8482, -3.7363], [-0.5846, 4.7070, -4.7260], [-0.8319, 3.2866, -4.2371], [-0.2988, 3.0898, -2.8230], [-0.8726, 4.1424, -1.8406], [-0.6231, 5.5505, -2.3086], [0.7462, 5.8175, -2.1366], [-2.3934, 3.8681, -1.6662], [-0.2915, 3.8857, -0.4153], [-0.2961, 7.1464, -4.3012], [-3.0363, 5.9647, -2.8855], [-2.6746, 7.2509, -3.9677], [-2.9942, 5.6401, -4.6182], [0.4862, 4.7828, -4.9592], [-1.1057, 4.8442, -5.6826], [-1.8974, 3.0461, -4.2904], [-0.3310, 2.5801, -4.9102], [-0.5486, 2.0766, -2.4831], [0.7971, 3.1388, -2.8352], [-2.8503, 4.5928, -0.9843], [-2.5596, 2.8707, -1.2343], [-2.9520, 3.8761, -2.6033], [0.8036, 3.9048, -0.3944], [-0.5879, 2.8989, -0.0406], [-0.6586, 4.6305, 0.2992], [-0.4536, 8.0035, -3.6349], [-0.7172, 7.4079, -5.2800], [0.7826, 7.0253, -4.4524], [5.0259, -1.6701, 1.3173], [4.5180, -2.5923, 0.1673], [5.3199, -2.3669, -1.1517], [4.8738, -1.1921, -2.0112], [3.3611, -1.1881, -2.1969], [2.6150, -1.2210, -0.8387], [3.0401, -2.3855, 0.0140], [2.4988, -3.5495, -0.5588], [2.8666, 0.1306, -0.1118], [1.0761, -1.2133, -1.0974], [4.9117, -4.0300, 0.6597], [4.2858, -0.9439, 1.6564], [5.2644, -2.2388, 2.2239], [5.9251, -1.1171, 1.0301], [5.2449, -3.2669, -1.7771], [6.3885, -2.2513, -0.9274], [5.2167, -0.2497, -1.5748], [5.3551, -1.2599, -2.9944], [3.0720, -0.2966, -2.7679], [3.0662, -2.0462, -2.8135], [2.3650, 0.1556, 0.8612], [2.4662, 0.9676, -0.7019], [3.9227, 0.3594, 0.0382], [0.7487, -2.0455, -1.7302], [0.7677, -0.2965, -1.6132], [0.5187, -1.2620, -0.1556], [4.3452, -4.3166, 1.5544], [5.9775, -4.0722, 0.9168], [4.7493, -4.7962, -0.1070]], "forces_ev_per_angstrom": [[-0.987, 1.043, 0.180], [3.438, 1.256, 1.181], [-4.514, -3.009, -1.947], [1.924, -0.856, -1.239], [-0.902, -1.892, 0.248], [-1.909, -0.249, 1.453], [-1.594, 0.557, 0.694], [-0.576, -0.742, 0.077], [-0.413, 0.319, -0.485], [2.201, -0.416, -0.737], [3.134, 4.911, 5.892], [-4.166, -1.672, -1.464], [1.481, -3.002, -3.845], [-1.481, 1.480, -4.409], [4.410, -1.790, -0.288], [-0.114, 3.750, 2.508], [-2.636, -3.157, 2.016], [-2.037, 1.496, 0.554], [0.893, -0.073, -2.436], [2.201, 0.511, 1.123], [-0.895, 0.666, -0.659], [-1.232, -1.405, 1.581], [1.562, 0.707, 1.362], [0.228, 0.930, -0.315], [-0.323, -0.152, -2.482], [1.610, -1.698, 0.696], [-1.289, 1.778, -0.122], [1.526, 0.351, -1.976], [0.366, -2.573, 0.764], [2.347, 0.315, -0.956], [1.227, 2.313, -0.392], [-1.959, 0.154, 1.270], [-1.529, 0.010, 2.107], [-0.395, -0.076, 0.263], [-1.002, 1.142, -1.191], [0.297, -0.175, 0.177], [-0.043, -0.111, 0.007], [0.027, 0.266, -0.136], [-0.980, -1.262, 1.312], [5.040, -0.380, -0.737], [-3.712, -0.338, -0.147], [-0.101, -0.003, -0.211], [0.441, 0.388, -0.374], [0.526, -0.359, 0.670], [0.193, -0.165, -0.104], [0.242, -0.177, -0.121], [0.062, 0.022, 0.067], [-0.096, 0.190, 0.213], [0.014, 0.267, 0.243], [0.006, 0.000, 0.101], [-0.092, 0.113, 0.021], [-0.082, 0.286, 0.204], [-0.084, 0.215, 0.077], [0.114, -0.035, -0.099], [0.326, 0.300, -0.040], [0.058, 0.118, 0.038], [-0.205, 0.189, -0.149], [-0.063, 0.355, -0.358], [0.041, -0.054, -0.168], [0.005, -0.242, -0.038], [-0.195, -0.306, 0.235], [-0.205, -0.053, 0.229], [-0.153, 0.413, 0.230], [1.474, -0.167, 1.305], [-0.277, -0.090, -0.273], [0.013, 0.111, -0.060], [0.124, -0.259, 0.168], [-0.925, 1.799, -0.103], [-0.773, -3.729, -3.528], [1.159, 3.038, 1.882], [0.193, -0.013, 0.134], [0.211, -0.744, 0.083], [-0.825, -0.052, -0.441], [0.032, -0.096, -0.228], [0.006, -0.072, -0.315], [-0.062, -0.048, -0.025], [-0.168, -0.008, 0.238], [-0.234, -0.125, 0.246], [-0.105, 0.012, 0.024], [0.014, 0.001, 0.133], [-0.149, -0.064, 0.296], [-0.033, -0.057, 0.230], [0.042, -0.074, -0.110], [-0.035, -0.393, 0.001], [-0.062, -0.110, 0.040], [0.207, 0.004, 0.225], [0.362, -0.017, 0.170], [0.150, -0.018, -0.093], [0.021, 0.163, -0.207], [-0.176, 0.394, -0.077], [-0.163, 0.224, 0.114]]}



| no. | total energy (hartree) |
| --- | --- |
| 1 | -918.9418 |
| 2 | -2920.6527 |
| 3 | -2284.6502 |